(1)
Computed, not measured: a structure of composition C42H63N3O2Re, with ωB97M-V/def2-TZVPD.

Summary:
2S+1: 2
Molecular weight: 828.2 u
Electronic energy: -55273.6906 eV

XYZ file:
```
111
Properties=species:S:1:pos:R:3:lowdin_charge:R:1
Re 0.54701 0.07150 -0.22290 1.59
C -1.60558 -2.07010 -0.52748 -0.10
N -1.48336 -0.65341 -0.92183 -0.37
C -1.69659 -0.54920 -2.37765 -0.07
C -2.52044 0.14758 -0.24040 -0.17
C -2.15795 0.36683 1.21170 -0.15
N -0.89016 1.10963 1.33144 -0.24
C -1.08171 2.56882 1.11846 -0.12
C -1.47157 3.00889 -0.25711 -0.17
C -2.59320 3.79318 -0.46502 0.00
C -2.86906 4.33422 -1.71578 -0.17
C -1.94088 4.09314 -2.72510 0.03
C -0.78646 3.32348 -2.55794 -0.08
C -0.58436 2.72610 -1.30088 -0.30
O 0.47026 1.94091 -1.03923 -0.28
C 0.23710 3.17620 -3.68813 -0.53
C -0.12751 4.02893 -4.90752 -0.07
C 1.61920 3.63652 -3.20114 -0.04
C 0.31465 1.72168 -4.15414 -0.06
C -4.10994 5.20408 -1.91491 -0.56
C -4.26097 5.67474 -3.36124 -0.07
C -5.36559 4.40689 -1.53627 -0.05
C -4.00977 6.44356 -1.01386 -0.05
C -0.34428 0.94118 2.70604 -0.12
C 0.58280 -0.22088 2.92004 -0.16
C 0.36408 -1.13634 3.94218 0.01
C 1.34853 -2.04650 4.30065 -0.17
C 2.58793 -1.92200 3.66909 0.02
C 2.86051 -1.00845 2.65508 -0.09
C 1.78623 -0.21875 2.21219 -0.31
O 1.89566 0.60272 1.13273 -0.27
C 4.27906 -0.80474 2.10834 -0.53
C 5.29788 -1.68380 2.83859 -0.07
C 4.36383 -1.13677 0.61698 -0.03
C 4.67879 0.66191 2.33190 -0.04
C 1.13980 -3.14014 5.34594 -0.56
C 2.20357 -3.03180 6.44697 -0.05
C 1.25930 -4.50973 4.66179 -0.05
C -0.23810 -3.04999 6.00162 -0.07
H -2.61226 -2.43346 -0.76914 0.10
H -1.40978 -2.19083 0.53423 0.07
H -0.86687 -2.64949 -1.07224 0.07
H -2.69797 -0.90776 -2.64553 0.10
H -0.94849 -1.14716 -2.89556 0.09
H -1.59504 0.49115 -2.67728 0.07
H -3.49628 -0.34824 -0.31986 0.14
H -2.59389 1.09931 -0.75639 0.11
H -2.02495 -0.58670 1.72508 0.12
H -2.97191 0.90068 1.71925 0.14
H -0.12046 3.02675 1.35843 0.14
H -1.82156 2.93632 1.84212 0.13
H -3.25459 3.98439 0.37491 0.12
H -2.11308 4.54092 -3.69090 0.08
H -0.21123 5.08739 -4.65252 0.09
H -1.06413 3.70897 -5.36960 0.08
H 0.66065 3.92884 -5.65592 0.08
H 1.57618 4.67222 -2.85620 0.09
H 2.33500 3.58248 -4.02557 0.08
H 1.97970 3.01683 -2.38296 0.07
H -0.65046 1.39145 -4.54774 0.09
H 0.60998 1.06754 -3.33727 0.04
H 1.05269 1.62480 -4.95519 0.09
H -4.34671 4.83375 -4.05252 0.09
H -3.41924 6.29484 -3.67507 0.09
H -5.16711 6.27661 -3.45331 0.08
H -5.45404 3.51041 -2.15361 0.09
H -6.26123 5.01478 -1.68543 0.08
H -5.34420 4.09658 -0.49051 0.07
H -3.10192 7.00748 -1.23551 0.09
H -3.98424 6.16831 0.04164 0.08
H -4.86954 7.09962 -1.17042 0.08
H -1.17682 0.89512 3.41740 0.13
H 0.21946 1.84650 2.93202 0.13
H -0.58416 -1.10573 4.46582 0.11
H 3.38787 -2.57133 3.99626 0.10
H 5.11648 -2.74764 2.66781 0.09
H 5.29991 -1.49971 3.91526 0.09
H 6.29545 -1.45452 2.46014 0.08
H 4.05052 -2.16355 0.42885 0.08
H 5.39569 -1.02918 0.27196 0.09
H 3.73389 -0.47134 0.02878 0.07
H 4.61660 0.92024 3.39196 0.09
H 4.03210 1.33558 1.77201 0.08
H 5.70976 0.81690 2.00413 0.08
H 3.20658 -3.21880 6.06170 0.08
H 2.00823 -3.76544 7.23266 0.08
H 2.19486 -2.03722 6.89684 0.09
H 2.22376 -4.61911 4.16300 0.08
H 0.47780 -4.63291 3.90850 0.08
H 1.16032 -5.31409 5.39503 0.08
H -0.36529 -2.11009 6.54317 0.09
H -0.35506 -3.86610 6.71705 0.08
H -1.04072 -3.13640 5.26652 0.08
C 2.77573 -0.98354 -3.26194 -0.04
C 2.73036 -2.29805 -2.54566 -0.22
C 3.46880 -3.38366 -3.00383 -0.05
C 3.45100 -4.59601 -2.33400 -0.08
C 2.69860 -4.73218 -1.17671 -0.06
C 1.94957 -3.67264 -0.68389 -0.22
C 1.19589 -3.80812 0.61123 -0.03
C 1.96105 -2.45655 -1.38671 -0.28
N 1.24761 -1.38609 -0.85501 -0.16
H 3.57829 -0.97480 -3.99923 0.08
H 2.92631 -0.15707 -2.56358 0.07
H 1.83678 -0.78579 -3.78036 0.07
H 4.07449 -3.26642 -3.89477 0.11
H 4.03648 -5.42826 -2.70310 0.10
H 2.70319 -5.66994 -0.63356 0.11
H 1.48468 -4.72507 1.12540 0.08
H 0.11654 -3.84479 0.44939 0.06
H 1.39329 -2.95924 1.26856 0.06
```


(2)
Computed, not measured: a structure of composition C21H15Cl3N2PbS4, with ωB97M-V/def2-TZVPD.

Summary:
2S+1: 1
Molecular weight: 737.2 u
Net charge: +2
Electronic energy: -111140.9197 eV

XYZ file:
```
46
Properties=species:S:1:pos:R:3:lowdin_charge:R:1
Pb 0.30375 -1.14141 -1.01523 0.89
S -1.23945 -1.67281 -3.40683 0.68
C -2.31275 -0.35591 -3.13423 -0.71
C -2.65185 0.48009 -4.21173 -0.08
C -3.47095 1.56759 -4.02243 -0.03
C -4.02285 1.81289 -2.76523 -0.01
C -3.71105 0.99519 -1.68953 -0.08
C -2.83875 -0.06621 -1.85113 -0.54
S -2.43755 -1.13481 -0.48113 0.91
C -2.38905 0.05839 0.90607 -0.36
C -1.18675 -0.01161 1.80237 -0.32
C -1.31155 0.56399 3.06397 0.02
C -0.20055 0.63059 3.88407 0.01
C 0.99745 0.10169 3.42887 0.02
C 1.04185 -0.48461 2.17187 -0.32
C 2.30495 -1.13851 1.71247 -0.34
S 2.84595 -0.75641 -0.00663 0.89
C 3.02155 1.03609 0.02427 -0.49
C 4.29395 1.48309 0.33687 -0.07
C 4.57785 2.83879 0.41357 0.00
C 3.57035 3.76389 0.17347 -0.02
C 2.31045 3.32989 -0.18123 -0.08
C 2.01285 1.96009 -0.29733 -0.62
S 0.42865 1.57409 -0.91123 0.78
N -0.03355 -0.51941 1.37537 -0.01
H -2.25525 0.24389 -5.18823 0.12
H -3.69825 2.21859 -4.85143 0.12
H -4.71605 2.62699 -2.62483 0.13
H -4.17735 1.16749 -0.73363 0.11
H -3.28635 -0.10881 1.50157 0.10
H -2.42285 1.05879 0.47257 0.09
H -2.26045 0.96319 3.38267 0.13
H -0.26565 1.09019 4.85787 0.13
H 1.88405 0.13379 4.04057 0.13
H 2.17095 -2.22301 1.68857 0.09
H 3.13325 -0.89671 2.37687 0.10
H 5.06445 0.75259 0.52067 0.12
H 5.57515 3.16169 0.66527 0.13
H 3.77395 4.82099 0.25277 0.13
H 1.52795 4.04199 -0.39523 0.11
Cl -1.72635 -6.43131 0.23587 0.66
C -0.03835 -6.05161 -0.21783 -1.56
Cl 0.28855 -6.52001 -1.91893 0.66
Cl 1.11995 -6.83331 0.89757 0.66
C 0.13375 -4.63401 -0.15403 -0.35
N 0.27195 -3.49591 -0.12793 0.10
```


(3)
Computed, not measured: a structure of composition C29H38CoN2O2P3, with ωB97M-V/def2-TZVPD.

Summary:
2S+1: 4
Molecular weight: 598.5 u
Net charge: +1
Electronic energy: -103253.1657 eV

XYZ file:
```
75
Properties=species:S:1:pos:R:3:lowdin_charge:R:1
Co -0.20348 1.33397 0.08186 0.15
P -1.29497 1.33309 -1.78510 0.82
C -1.24514 3.13730 -2.13528 -0.25
C -1.15088 3.89088 -0.83853 -0.29
N -0.56995 3.24288 0.19364 -0.01
C -0.25157 3.87207 1.34450 -0.29
C -0.73841 5.15022 1.58553 0.00
C -1.40553 5.81996 0.56308 -0.02
C -1.58695 5.20048 -0.67133 0.00
C 0.59868 3.09442 2.31458 -0.24
P 1.45639 1.72327 1.40591 0.83
H -2.08555 5.69020 -1.50445 0.12
H -0.55689 5.58489 2.56745 0.13
H -1.77987 6.82369 0.73550 0.12
H 1.35633 3.74716 2.76961 0.10
H -0.01982 2.64890 3.11431 0.11
H -0.35164 3.30907 -2.76823 0.11
H -2.13304 3.44374 -2.69806 0.10
H 3.53076 2.17065 -2.34791 -0.01
O 2.75075 2.68244 -2.68710 -0.10
H 3.09360 3.18990 -3.43474 0.04
H 4.39554 0.20414 -1.49859 0.08
O 4.57083 1.15581 -1.42347 -0.06
H 5.47113 1.25040 -1.07299 0.09
C 2.85918 2.51129 0.60962 -0.25
H 3.40322 3.13000 1.32651 0.05
H 3.53275 1.76359 0.18010 0.01
H 2.51187 3.12384 -0.22408 0.04
C 2.04461 0.59110 2.68002 -0.23
H 2.91179 0.04479 2.28575 0.05
H 2.33375 1.14181 3.58871 0.06
H 1.24947 -0.13312 2.89917 0.03
C -3.00015 1.00211 -1.27286 -0.22
H -3.71700 1.43525 -1.97720 0.05
H -3.14278 -0.08085 -1.21060 0.03
H -3.14497 1.42348 -0.27317 0.05
C -1.09464 0.62325 -3.44722 -0.23
H -1.08987 -0.47275 -3.37516 0.04
H -1.91456 0.94217 -4.11462 0.06
H -0.12857 0.96191 -3.85424 0.05
N -0.34503 -0.19170 0.81974 -0.37
P -0.48029 -1.76691 0.57101 0.82
C 0.12903 -2.12732 -1.09917 -0.29
C -0.17286 -3.34722 -1.72787 -0.08
C 0.33830 -3.63403 -2.99610 -0.06
C 1.20718 -2.73081 -3.61194 -0.07
C 1.56121 -1.54399 -2.96647 -0.09
C 1.03418 -1.24629 -1.71010 -0.14
C 0.61041 -2.72642 1.64216 -0.28
C 0.12541 -3.56738 2.65427 -0.07
C 1.02388 -4.22888 3.49518 -0.07
C 2.40467 -4.09676 3.31583 -0.07
C 2.89034 -3.33028 2.25106 -0.08
C 1.99632 -2.67270 1.40292 -0.09
C -2.20736 -2.22065 0.84040 -0.29
C -2.78590 -1.97658 2.10439 -0.09
C -4.10103 -2.37757 2.37238 -0.07
C -4.85844 -3.01157 1.37809 -0.07
C -4.30663 -3.19963 0.10455 -0.07
C -2.99646 -2.79373 -0.17742 -0.09
H -0.80383 -4.07347 -1.21812 0.11
H 0.06548 -4.56449 -3.49948 0.11
H 1.61436 -2.94870 -4.59923 0.11
H 2.23865 -0.83371 -3.44073 0.11
H 1.29593 -0.30005 -1.22203 0.07
H -0.94445 -3.71083 2.78392 0.10
H 0.65064 -4.86725 4.29641 0.11
H 3.10218 -4.59821 3.99289 0.11
H 3.96564 -3.25099 2.07653 0.11
H 2.37473 -2.10859 0.54903 0.10
H -2.20198 -1.46885 2.87733 0.11
H -4.53335 -2.20602 3.36160 0.11
H -5.87207 -3.36009 1.60070 0.11
H -4.89845 -3.68519 -0.67494 0.11
H -2.58481 -2.94051 -1.17772 0.09
```


(4)
Computed, not measured: the molecule C14H27BN2O3, with ωB97M-V/def2-TZVPD.

Summary:
2S+1: 1
Molecular weight: 282.2 u
SMILES string: O=C(CNC1CCCCCCC1)N1CCC[C@H]1B(O)O
Electronic energy: -24758.1155 eV

XYZ file:
```
47
Properties=species:S:1:pos:R:3:lowdin_charge:R:1
O 2.73175 0.32884 -0.92885 0.07
O 0.56164 -3.80680 -0.32031 0.13
O 0.91382 -1.79022 -1.61000 0.14
B 1.20849 -2.57752 -0.52986 -0.60
C 2.35973 0.40835 0.21989 -0.45
N 0.91152 2.39218 0.09421 -0.01
N 2.12587 -0.74970 0.94475 -0.04
C 2.02141 1.73903 0.81805 -0.11
C 1.97367 -0.86577 2.43865 -0.12
C -2.93871 0.33950 -1.99567 -0.18
C -3.18099 0.24849 -0.45653 -0.19
C -2.76454 1.79499 -2.50398 -0.20
C -1.99274 -0.25720 0.38360 -0.17
C -1.46982 2.50005 -2.02516 -0.18
C -0.59285 0.32652 0.08221 -0.15
C -1.43840 2.72335 -0.50864 -0.16
C 1.82087 -2.36041 2.71044 -0.15
C -0.44820 1.85064 0.27481 -0.33
C 2.59025 -3.07923 1.57146 -0.11
C 2.46235 -2.05756 0.38941 -0.14
H -0.02709 -3.91949 -1.09123 0.11
H 1.59351 -1.04312 -1.51894 0.10
H 1.14805 2.45381 -0.90736 0.12
H 1.68660 1.57491 1.85400 0.11
H 2.90052 2.37997 0.82080 0.13
H 1.12427 -0.32716 2.83657 0.11
H 2.86024 -0.48980 2.92823 0.12
H -2.06570 -0.23577 -2.27746 0.10
H -3.75380 -0.16674 -2.53059 0.10
H -4.00597 -0.44273 -0.26010 0.10
H -3.51748 1.19908 -0.04796 0.08
H -3.63762 2.35721 -2.15190 0.11
H -2.80566 1.84478 -3.59464 0.10
H -1.92944 -1.33422 0.26854 0.10
H -2.21900 -0.18098 1.48337 0.12
H -1.37422 3.45246 -2.54154 0.10
H -0.59022 1.92326 -2.34018 0.11
H -0.32653 0.11007 -0.94694 0.09
H 0.14448 -0.15529 0.73663 0.09
H -2.44172 2.69232 -0.09310 0.10
H -1.13179 3.75008 -0.34322 0.11
H 0.77325 -2.68500 2.75419 0.12
H 2.28082 -2.60075 3.69584 0.12
H -0.65211 2.02220 1.33190 0.14
H 2.14719 -4.03805 1.31173 0.10
H 3.63856 -3.21220 1.85761 0.11
H 3.32573 -2.03637 -0.28274 0.15
```


(5)
Computed, not measured: the molecule C5H7NO, with ωB97M-V/def2-TZVPD.

Summary:
2S+1: 1
Molecular weight: 97.1 u
SMILES string: C/C(O)=C(/C)C#N
Electronic energy: -8834.7953 eV

XYZ file:
```
14
Properties=species:S:1:pos:R:3:lowdin_charge:R:1
C -1.75141 -0.28590 0.60530 -0.05
C -0.56720 0.28399 -0.14387 -0.27
C -0.58911 1.66202 -0.51656 -0.21
N -0.67870 2.72499 -0.97336 0.14
C 0.58568 -0.41858 -0.28519 -0.33
O 0.53703 -1.75365 -0.49417 0.07
C 1.95833 0.12795 -0.02499 0.00
H -1.82825 0.30024 1.52991 0.09
H -2.72063 -0.24334 0.10641 0.08
H -1.54376 -1.31464 0.91244 0.08
H -0.31332 -1.91350 -0.93313 0.12
H 2.70980 -0.66294 -0.02959 0.09
H 1.95064 0.58099 0.97138 0.10
H 2.25091 0.91238 -0.72456 0.09
```


(6)
Computed, not measured: a structure of composition C14H18N5O5SZr, with ωB97M-V/def2-TZVPD.

Summary:
2S+1: 1
Molecular weight: 459.6 u
Net charge: +1
Electronic energy: -44613.2172 eV

XYZ file:
```
44
Properties=species:S:1:pos:R:3:lowdin_charge:R:1
Zr 0.04612 0.56495 -0.00166 1.71
O -1.50937 0.46431 1.63248 -0.23
C -2.67434 1.34500 1.69426 -0.13
C -2.62105 2.24422 0.47301 -0.14
N -2.10295 1.49824 -0.68426 -0.25
C -2.95768 0.37112 -1.10803 -0.06
C -2.09988 -0.73146 -1.74643 -0.58
O -2.59509 -1.63362 -2.35725 0.13
O -0.81871 -0.58589 -1.46188 -0.20
C -1.83060 2.40105 -1.82427 -0.05
C -0.41151 2.96047 -1.78258 -0.55
O -0.10485 4.00021 -2.27661 0.16
O 0.43306 2.12582 -1.16538 -0.23
H -1.18321 0.25747 2.51884 0.11
H -3.55922 0.71220 1.71905 0.13
H -2.62845 1.93239 2.60865 0.14
H -3.61427 2.66213 0.27984 0.15
H -1.93739 3.07730 0.65527 0.14
H -3.43711 -0.08241 -0.23981 0.13
H -3.74844 0.68294 -1.79153 0.15
H -1.90400 1.82482 -2.74829 0.15
H -2.55508 3.21479 -1.87711 0.15
C 4.04877 -1.66407 -0.12266 0.01
C 2.61740 -1.27454 -0.03588 -0.23
N 2.19851 -0.06486 0.02367 -0.16
N 3.09720 0.97827 0.08678 0.01
C 2.70426 1.87392 0.94909 -0.83
N 3.44542 2.97485 1.11902 0.11
S 1.26355 1.72706 1.97655 0.58
C 1.54606 -2.28609 0.13590 -0.20
C 1.74420 -3.63607 -0.08799 0.03
C 0.69848 -4.51600 0.15165 -0.01
C -0.50915 -4.01803 0.60748 -0.01
C -0.62950 -2.65206 0.79301 -0.10
N 0.36982 -1.79976 0.57630 0.00
H 4.66379 -0.79082 -0.31330 0.08
H 4.36221 -2.12602 0.81652 0.11
H 4.19781 -2.39540 -0.91729 0.09
H 4.23923 3.12538 0.51846 0.12
H 3.15003 3.69881 1.74661 0.09
H 2.69640 -3.99639 -0.44777 0.12
H 0.82822 -5.57562 -0.02091 0.13
H -1.35020 -4.66581 0.80624 0.12
H -1.56849 -2.22281 1.12221 0.12
```